Entry 1:
C5H13N3 | wB97M-V/def2-TZVPD

XYZ file:
```
21
Properties=species:S:1:pos:R:3:mulliken_charge:R:1
C 0.433 0.066 -0.115 0.230
C -1.824 -0.582 -0.987 -0.343
C -2.551 0.721 -1.104 -1.091
N -0.518 -0.663 0.501 -0.482
N 1.309 -0.478 -1.014 -0.431
N 0.259 1.420 -0.173 -0.438
C 1.289 -0.486 1.919 -0.302
C 2.620 -0.479 1.964 -0.659
H -0.305 -1.649 0.547 0.380
H 1.749 0.064 -1.743 0.173
H 1.852 -1.262 -0.676 0.255
H 1.011 2.002 -0.507 0.193
H -0.389 1.814 0.490 0.256
H -2.437 -1.377 -0.567 0.332
H -1.372 -0.932 -1.913 0.303
H 0.782 -0.409 2.885 0.279
H -3.463 0.614 -1.709 0.364
H -2.882 1.082 -0.127 0.283
H -1.963 1.486 -1.617 0.293
H 3.212 -0.535 1.048 0.134
H 3.189 -0.418 2.897 0.271
```

Summary:
Energy relative to the best compared isomer or geometry (same formula, charge and spin): 126.72 kcal per mole
Lowest unoccupied orbital energy (alpha / beta): 0.8 / 0.8 eV
Orbital gap (alpha / beta): 7.12 / 7.12 eV

Entry 2:
C16H24N3O6Tc | wB97M-V/def2-TZVPD

XYZ file:
```
50
Properties=species:S:1:pos:R:3:mulliken_charge:R:1
Tc -0.077 -0.254 0.248 -0.061
C -0.804 2.000 2.268 -0.502
C 0.053 2.599 1.185 -0.529
O 0.941 1.531 0.733 -0.170
C 2.238 1.460 1.425 -0.585
C 2.332 0.074 2.006 -0.407
O 1.888 -0.859 0.990 -0.092
C 2.874 -1.198 -0.028 -0.524
C 2.496 -0.467 -1.289 -0.526
O 1.064 -0.690 -1.474 -0.154
C 0.711 -1.857 -2.298 -0.583
C -0.168 -2.729 -1.442 -0.413
O -1.128 -1.870 -0.779 -0.121
C -2.277 -1.469 -1.582 -0.499
C -2.070 -0.034 -1.988 -0.560
O -1.670 0.677 -0.776 -0.157
C -2.773 1.279 -0.009 -0.565
C -2.689 0.697 1.377 -0.432
O -1.299 0.719 1.781 -0.122
H -1.642 2.644 2.532 0.470
H -0.235 1.783 3.172 0.372
H 0.646 3.443 1.530 0.494
H -0.509 2.908 0.307 0.296
H 2.277 2.228 2.195 0.537
H 3.009 1.670 0.686 0.249
H 1.653 -0.065 2.846 0.224
H 3.343 -0.176 2.325 0.565
H 2.828 -2.280 -0.149 0.377
H 3.871 -0.930 0.319 0.477
H 3.035 -0.824 -2.165 0.496
H 2.622 0.610 -1.221 0.286
H 1.621 -2.370 -2.602 0.533
H 0.210 -1.482 -3.188 0.245
H 0.390 -3.212 -0.641 0.223
H -0.688 -3.492 -2.020 0.574
H -3.153 -1.596 -0.947 0.379
H -2.373 -2.130 -2.443 0.473
H -2.967 0.424 -2.399 0.495
H -1.257 0.104 -2.695 0.294
H -3.718 1.043 -0.494 0.538
H -2.630 2.357 -0.032 0.242
H -2.981 -0.352 1.399 0.234
H -3.295 1.247 2.097 0.556
N -0.425 -1.686 1.673 -0.111
C -0.577 -2.487 2.485 0.809
C -0.714 -3.447 3.506 0.250
C 0.166 -3.404 4.604 -0.125
N 0.919 -3.313 5.478 -0.177
C -1.707 -4.421 3.425 -0.085
N -2.561 -5.217 3.304 -0.187
```

Summary:
Charge: +3
Lowest unoccupied orbital energy (alpha / beta): -10.4 / -12.1 eV
2S+1: 2
Orbital gap (alpha / beta): 8.41 / 7.78 eV

Entry 3:
C8H17NO3 | wB97M-V/def2-TZVPD

XYZ file:
```
29
Properties=species:S:1:pos:R:3:mulliken_charge:R:1
C 2.974 -0.545 0.241 0.507
C 1.873 0.459 0.258 0.474
C 2.234 1.749 -0.285 -0.718
C -1.531 2.116 0.075 -1.404
C -1.624 0.635 0.447 0.162
C -2.826 -0.072 -0.151 0.442
C -2.628 -1.579 0.003 -0.509
C -1.582 -2.156 -0.926 -1.042
H 2.428 -1.123 1.974 0.323
H 1.086 0.340 0.989 0.357
H 3.236 1.892 -0.700 0.282
H 1.634 2.585 0.045 0.248
H -1.412 2.237 -1.018 0.270
H -0.677 2.607 0.567 0.283
H -2.440 2.647 0.370 0.422
H -0.732 0.153 0.086 -0.523
H -1.636 0.474 1.531 0.412
H -2.887 0.164 -1.241 0.259
H -4.797 -0.128 0.277 0.263
H -3.891 0.549 1.451 0.261
H -2.334 -1.807 1.041 0.182
H -3.587 -2.090 -0.146 0.306
H -0.587 -1.732 -0.731 0.157
H -1.505 -3.240 -0.795 0.371
H -1.806 -1.947 -1.968 0.291
N -4.015 0.487 0.447 -0.662
O 3.121 -1.305 1.331 -0.471
O 3.773 -0.589 -0.646 -0.541
O 1.440 0.814 -1.039 -0.401
```

Summary:
Energy relative to the best compared isomer or geometry (same formula, charge and spin): 12.61 kcal per mole
Lowest unoccupied orbital energy: 0.3 eV
Orbital gap: 9.70 eV
SMILES: O=C(O)[C@H]1CO1.CCC(N)CC

Entry 4:
C28H56BFNO21 | wB97M-V/def2-TZVPD

XYZ file:
```
108
Properties=species:S:1:pos:R:3:mulliken_charge:R:1
C 1.929 -3.306 1.334 -2.025
C 1.016 -2.521 0.358 1.715
C 1.899 -1.961 -0.762 -1.994
C 0.347 -1.397 1.161 -2.247
C -1.089 -1.033 0.770 2.314
C -1.998 -2.252 0.680 -0.757
C -3.428 -1.907 0.333 -0.195
O -3.746 -1.525 -0.721 -0.509
N -4.360 -2.131 1.392 0.080
C -4.514 -3.600 1.556 -1.051
C -5.634 -1.475 1.125 -1.081
C -1.523 0.009 1.900 -0.821
O -1.291 1.267 1.339 -0.632
B -1.831 1.057 -0.027 1.059
F -3.298 0.973 0.210 -0.357
O -1.214 -0.225 -0.360 -0.860
H 1.355 -3.996 1.938 0.487
H 2.420 -2.571 1.964 0.370
H 2.671 -3.839 0.752 0.426
H 0.319 -3.250 -0.041 0.022
H 2.463 -1.134 -0.350 0.392
H 2.624 -2.711 -1.067 0.458
H 1.300 -1.633 -1.601 0.354
H 0.966 -0.511 1.097 0.466
H 0.319 -1.676 2.208 0.400
H -1.992 -2.725 1.660 0.234
H -1.680 -2.937 -0.094 0.454
H -5.534 -3.895 1.354 0.431
H -4.251 -3.868 2.577 0.288
H -3.835 -4.152 0.921 0.341
H -6.064 -1.724 0.157 0.348
H -5.453 -0.410 1.157 0.198
H -6.302 -1.714 1.945 0.519
H -2.498 -0.160 2.369 0.032
H -0.835 -0.003 2.753 0.441
H -1.707 1.954 -0.821 -0.381
C 0.693 7.679 -2.993 -0.530
O -0.107 6.792 -3.773 -0.351
C -0.352 5.611 -3.178 0.784
O 0.045 5.281 -2.094 -0.538
O -1.099 4.886 -4.006 -0.357
C -1.454 3.581 -3.517 -0.630
H 0.824 8.589 -3.574 0.197
H 0.196 7.930 -2.058 0.313
H 1.672 7.245 -2.795 0.216
H -2.046 3.650 -2.608 0.276
H -0.566 2.978 -3.345 0.309
H -2.055 3.111 -4.291 0.280
C 3.516 -4.907 4.743 -0.640
O 2.602 -5.745 4.034 -0.153
C 2.351 -6.918 4.609 0.677
O 2.820 -7.330 5.639 -0.570
O 1.480 -7.562 3.826 -0.214
C 1.106 -8.856 4.296 -0.714
H 3.623 -3.994 4.164 0.153
H 3.125 -4.656 5.728 0.323
H 4.490 -5.386 4.832 0.311
H 0.617 -8.787 5.266 0.309
H 1.975 -9.511 4.356 0.324
H 0.404 -9.262 3.572 0.210
C 6.959 9.667 -2.412 -0.622
O 6.779 8.706 -3.452 -0.328
C 5.553 8.176 -3.501 0.797
O 4.640 8.444 -2.763 -0.538
O 5.519 7.302 -4.507 -0.313
C 4.257 6.650 -4.671 -0.617
H 7.986 10.017 -2.481 0.216
H 6.285 10.511 -2.546 0.291
H 6.804 9.210 -1.436 0.294
H 3.475 7.376 -4.890 0.273
H 4.001 6.074 -3.784 0.299
H 4.354 5.972 -5.514 0.252
C -6.928 4.099 -4.811 -0.657
O -6.121 3.873 -3.662 -0.311
C -6.424 2.749 -2.988 0.725
O -7.296 1.973 -3.293 -0.565
O -5.606 2.658 -1.954 -0.258
C -5.796 1.498 -1.125 -0.512
H -6.585 5.028 -5.260 0.211
H -6.810 3.291 -5.531 0.296
H -7.976 4.204 -4.532 0.292
H -5.625 0.587 -1.695 0.323
H -6.801 1.498 -0.698 0.428
H -5.064 1.546 -0.322 0.035
C 0.334 2.536 3.686 -0.381
O 1.376 1.640 4.111 -0.228
C 2.476 2.228 4.553 0.738
O 2.679 3.414 4.633 -0.564
O 3.350 1.269 4.906 -0.285
C 4.589 1.765 5.401 -0.661
H -0.496 1.931 3.347 0.010
H 0.009 3.161 4.518 0.367
H 0.672 3.150 2.856 0.292
H 4.435 2.361 6.300 0.292
H 5.100 2.356 4.642 0.297
H 5.199 0.900 5.648 0.205
C 0.196 -5.304 -3.539 -0.700
O 1.174 -5.641 -2.555 -0.281
C 0.941 -6.783 -1.909 0.798
O 0.008 -7.524 -2.090 -0.560
O 1.919 -6.958 -1.018 -0.310
C 1.802 -8.141 -0.230 -0.631
H 0.506 -4.361 -3.980 0.232
H 0.153 -6.066 -4.316 0.330
H -0.783 -5.176 -3.080 0.309
H 1.839 -9.032 -0.856 0.335
H 0.883 -8.122 0.353 0.271
H 2.649 -8.153 0.451 0.210
```

Summary:
Charge: -1
Lowest unoccupied orbital energy: 2.0 eV
Orbital gap: 7.28 eV

Entry 5:
C6H13NO2 | wB97M-V/def2-TZVPD

XYZ file:
```
22
Properties=species:S:1:pos:R:3:mulliken_charge:R:1
C 1.238 0.424 0.025 -0.493
C 0.986 1.357 1.180 -0.899
C -0.038 -1.382 -2.011 -0.421
C -0.890 -0.531 -2.575 -0.621
C -0.223 0.593 0.717 1.485
N 0.188 -1.140 2.313 -0.639
C -1.331 1.270 -0.009 -1.603
O -0.756 -0.477 1.459 -0.274
O 2.013 -0.706 0.213 -0.578
H 1.756 -1.088 1.068 0.450
H 1.460 0.890 -0.925 0.472
H -0.019 -0.825 3.262 0.225
H -0.075 -2.121 2.245 0.235
H 1.427 1.086 2.132 0.287
H 0.983 2.419 0.978 0.322
H -0.362 -2.102 -1.274 0.206
H 1.020 -1.346 -2.204 0.264
H -1.715 2.128 0.550 0.329
H -2.152 0.577 -0.212 0.361
H -0.572 0.156 -3.347 0.284
H -0.980 1.522 -1.040 0.309
H -1.956 -0.707 -2.545 0.299
```

Summary:
Energy relative to the best compared isomer or geometry (same formula, charge and spin): 115.22 kcal per mole
Lowest unoccupied orbital energy: 0.9 eV
Orbital gap: 9.03 eV
SMILES: C[C@]1(ON)C[C@H]1O.C=C

Entry 6:
CH3N3O2 | wB97M-V/def2-TZVPD

XYZ file:
```
9
Properties=species:S:1:pos:R:3:mulliken_charge:R:1
C 0.266 1.376 0.293 0.696
N -0.167 -1.485 0.188 -0.379
N 1.105 0.867 -0.422 -0.498
N -0.948 -0.423 0.428 0.232
O -1.982 -0.294 -0.247 -0.413
O -0.359 1.989 1.093 -0.432
H -0.126 -1.633 -0.848 0.290
H 0.603 -1.583 0.723 0.256
H 1.609 1.186 -1.207 0.249
```

Summary:
Energy relative to the best compared isomer or geometry (same formula, charge and spin): 89.95 kcal per mole
Lowest unoccupied orbital energy: -0.1 eV
Orbital gap: 9.60 eV
SMILES: N=C=O.NN=O

Entry 7:
C23H31B3F15NO15 | wB97M-V/def2-TZVPD

XYZ file:
```
88
Properties=species:S:1:pos:R:3:mulliken_charge:R:1
C 1.568 -3.408 1.580 -0.474
O 0.859 -3.706 0.326 -0.416
C 1.531 -3.131 -0.850 -0.239
B 1.681 -1.494 -0.840 0.485
O 0.542 -0.554 -0.925 -0.298
B 0.699 0.360 0.230 0.537
O 1.971 1.046 0.530 -0.460
B 3.132 0.290 0.018 0.490
O 4.491 0.858 0.294 -0.338
C 5.102 0.949 -1.070 0.616
N 5.543 1.139 -2.297 -0.564
O 3.083 -0.947 -0.785 -0.410
H 2.703 -3.147 1.459 0.183
H 1.522 -4.402 2.240 0.275
H 0.939 -2.611 2.169 0.223
H 0.844 -3.403 -1.787 0.254
H 2.586 -3.576 -1.089 0.197
H -0.207 0.522 0.980 -0.092
C -1.644 1.661 -4.659 -1.208
C -2.084 1.297 -3.254 -0.020
O -3.490 1.010 -3.227 -0.321
C -3.856 -0.260 -3.588 0.393
O -3.058 -1.131 -3.923 -0.510
C -5.368 -0.441 -3.466 0.803
F -6.069 0.615 -3.970 -0.241
F -5.765 -0.576 -2.168 -0.226
F -5.828 -1.545 -4.120 -0.248
H -2.249 2.485 -5.050 0.315
H -0.592 1.958 -4.671 0.388
H -1.775 0.818 -5.344 0.315
H -1.920 2.149 -2.586 0.358
H -1.503 0.458 -2.853 0.206
C -6.029 -1.793 0.484 -1.021
C -4.832 -2.007 1.393 -0.137
O -5.142 -1.601 2.734 -0.325
C -5.797 -2.523 3.508 0.375
O -6.119 -3.641 3.115 -0.515
C -6.018 -1.982 4.920 0.830
F -6.450 -0.688 4.928 -0.230
F -4.874 -2.005 5.663 -0.254
F -6.944 -2.692 5.625 -0.244
H -6.375 -0.757 0.541 0.264
H -5.773 -2.025 -0.554 0.290
H -6.869 -2.427 0.784 0.374
H -3.999 -1.380 1.055 0.256
H -4.484 -3.046 1.365 0.333
C 8.275 -1.484 2.579 -1.052
C 7.835 -1.848 3.985 -0.198
O 6.429 -2.134 4.012 -0.314
C 6.064 -3.405 3.651 0.214
O 6.861 -4.276 3.315 -0.513
C 4.552 -3.586 3.773 1.030
F 3.850 -2.530 3.269 -0.251
F 4.155 -3.721 5.071 -0.261
F 4.092 -4.690 3.118 -0.239
H 7.670 -0.660 2.188 0.244
H 9.328 -1.187 2.567 0.376
H 8.145 -2.327 1.894 0.316
H 8.000 -0.996 4.653 0.324
H 8.416 -2.687 4.385 0.322
C -7.419 2.117 5.622 -0.971
C -6.361 2.871 4.839 -0.134
O -6.885 4.117 4.358 -0.327
C -6.866 5.163 5.243 0.374
O -6.435 5.080 6.390 -0.512
C -7.403 6.434 4.587 0.841
F -8.531 6.213 3.851 -0.237
F -6.498 6.993 3.734 -0.244
F -7.726 7.405 5.488 -0.237
H -8.324 1.988 5.021 0.292
H -7.051 1.132 5.923 0.235
H -7.711 2.668 6.522 0.367
H -6.070 2.286 3.959 0.255
H -5.453 3.028 5.434 0.317
C 7.320 2.659 -5.638 -1.103
C 6.590 1.356 -5.907 -0.077
O 5.854 1.438 -7.136 -0.324
C 6.562 1.189 -8.283 0.362
O 7.757 0.911 -8.301 -0.513
C 5.649 1.260 -9.506 0.855
F 4.803 2.330 -9.473 -0.237
F 4.859 0.154 -9.621 -0.243
F 6.336 1.360 -10.680 -0.238
H 6.622 3.501 -5.655 0.297
H 7.817 2.630 -4.664 0.356
H 8.073 2.855 -6.407 0.346
H 5.861 1.173 -5.110 0.230
H 7.277 0.502 -5.916 0.310
```

Summary:
Lowest unoccupied orbital energy: -0.5 eV
Orbital gap: 9.91 eV
SMILES: COCB1OBOB(OC#N)O1.CCOC(=O)C(F)(F)F.CCOC(=O)C(F)(F)F.CCOC(=O)C(F)(F)F.CCOC(=O)C(F)(F)F.CCOC(=O)C(F)(F)F

Entry 8:
C26H36F7N5O31 | wB97M-V/def2-TZVPD

XYZ file:
```
105
Properties=species:S:1:pos:R:3:mulliken_charge:R:1
C -3.654 -2.117 2.090 -0.379
C -3.419 -3.377 1.259 0.104
O -2.000 -3.610 1.259 -0.282
C -1.413 -2.641 1.811 0.255
O -0.185 -2.609 2.066 -0.524
O -2.291 -1.609 2.049 0.162
F -3.775 -3.098 0.024 -0.190
H -3.969 -2.247 3.125 0.259
H -4.327 -1.325 1.759 0.253
H -3.805 -4.317 1.653 0.301
C 2.717 -0.659 4.531 0.230
C 3.815 -1.641 4.969 0.302
O 3.796 -1.486 6.369 -0.340
C 3.064 -0.417 6.761 0.664
O 3.029 -0.001 7.927 -0.592
O 2.534 0.192 5.669 -0.319
F 4.962 -1.200 4.502 -0.306
H 1.839 -1.192 4.166 -0.034
H 3.090 -0.119 3.660 0.037
H 3.782 -2.710 4.759 0.363
C -0.193 -0.020 -0.560 -0.107
C 1.322 -0.008 -0.606 0.490
O 1.685 0.267 0.742 -0.302
C 0.662 0.652 1.459 0.220
O 0.679 1.003 2.599 -0.416
O -0.483 0.633 0.629 0.255
F 1.728 1.022 -1.316 -0.461
H -0.665 -1.002 -0.579 -0.282
H -0.596 0.449 -1.457 0.216
H 1.844 -0.879 -1.003 0.339
C -0.285 4.161 3.645 0.221
C -0.594 5.394 2.812 0.245
O -1.963 5.443 2.803 -0.311
C -2.485 4.601 3.737 0.631
O -3.613 4.509 4.138 -0.564
O -1.612 3.782 4.148 -0.208
F -0.150 5.397 1.552 -0.250
H 0.560 4.248 4.329 0.381
H -0.202 3.419 2.851 -0.360
H -0.081 6.192 3.349 0.211
C 0.258 -0.778 -7.732 -0.507
C -0.772 -1.858 -7.164 0.289
O -1.170 -1.334 -5.908 -0.246
C -0.116 -0.518 -5.438 0.280
O -0.025 -0.179 -4.236 -0.141
O 0.701 -0.173 -6.532 -0.353
F -0.149 -3.017 -6.912 -0.270
H -0.157 0.022 -8.345 0.301
H 1.090 -1.124 -8.346 0.335
H -1.514 -2.018 -7.947 0.294
C 0.971 3.352 -4.142 0.068
C -0.489 3.214 -3.795 0.667
O -1.115 4.425 -4.235 -0.324
C -0.143 5.182 -4.740 0.548
O -0.254 6.140 -5.457 -0.518
O 1.048 4.708 -4.175 -0.365
F -0.626 3.272 -2.458 -0.284
H 1.358 2.983 -5.091 0.061
H 1.603 2.962 -3.344 0.025
H -1.046 2.356 -4.172 0.120
C -0.994 0.761 5.349 0.134
C -2.355 0.834 6.126 0.331
O -2.217 -0.280 6.998 -0.400
C -1.356 -1.219 6.477 0.545
O -1.195 -2.361 6.869 -0.561
O -0.772 -0.635 5.399 -0.285
F -3.445 0.739 5.292 -0.289
H -0.261 1.297 5.953 0.292
H -1.000 1.303 4.404 -0.163
H -2.310 1.808 6.611 0.361
C -3.336 1.885 1.900 -0.206
N -3.891 1.559 0.555 0.930
O -3.763 0.412 0.193 -0.504
O -4.240 2.459 -0.177 -0.583
H -3.856 2.697 2.409 0.420
H -2.286 2.169 1.839 -0.038
H -3.380 1.045 2.592 -0.032
C 0.820 -5.233 -1.746 -0.910
N 1.570 -3.954 -1.441 0.829
O 2.669 -3.802 -1.957 -0.486
O 0.913 -3.001 -0.900 -0.405
H -0.246 -5.014 -1.816 0.291
H 1.018 -5.972 -0.970 0.293
H 1.124 -5.606 -2.724 0.340
C -3.711 -1.783 -2.449 -0.494
N -4.076 -2.870 -3.415 0.897
O -3.878 -4.058 -3.132 -0.534
O -4.501 -2.484 -4.537 -0.556
H -2.814 -2.265 -2.059 0.046
H -4.483 -1.712 -1.683 0.324
H -3.465 -0.887 -3.019 0.340
C 3.818 1.130 -4.841 -0.677
N 4.175 0.321 -3.649 1.011
O 4.036 -0.871 -3.784 -0.536
O 4.365 0.934 -2.592 -0.477
H 2.949 0.603 -5.234 0.037
H 4.573 0.958 -5.609 0.375
H 3.628 2.202 -4.782 0.338
C 4.216 -1.469 0.411 -0.459
N 5.327 -1.901 -0.512 1.031
O 5.906 -2.920 -0.258 -0.647
O 5.651 -1.194 -1.402 -0.527
H 4.846 -1.279 1.280 0.366
H 3.705 -2.415 0.592 0.286
H 3.718 -0.627 -0.070 0.062
```

Summary:
Energy relative to the best compared isomer or geometry (same formula, charge and spin): 111.80 kcal per mole
Lowest unoccupied orbital energy: -0.7 eV
Orbital gap: 9.69 eV
SMILES: O=C1OC[C@@H](F)O1.O=C1OC[C@@H](F)O1.O=C1OC[C@@H](F)O1.O=C1OC[C@@H](F)O1.O=C1OC[C@@H](F)O1.O=C1OC[C@@H](F)O1.O=C1OC[C@@H](F)O1.C[N+](=O)[O-].C[N+](=O)[O-].C[N+](=O)[O-].C[N+](=O)[O-].C[N+](=O)[O-]

Entry 9:
C4H8NO3 | wB97M-V/def2-TZVPD

XYZ file:
```
16
Properties=species:S:1:pos:R:3:mulliken_charge:R:1
C 0.149 -0.765 -1.618 -1.531
C 0.113 0.075 -0.344 0.558
C -1.403 -0.252 0.126 -0.577
O -2.023 0.953 0.576 -0.601
N 1.075 -0.332 0.606 -0.473
C 1.328 0.753 1.714 0.538
O 0.213 1.207 2.038 -0.777
O 2.419 0.822 2.206 -0.682
H -0.169 -1.802 -1.732 0.354
H -0.199 -0.183 -2.458 0.404
H 1.240 -0.880 -1.930 0.381
H 0.348 1.198 -0.663 0.139
H -1.717 -0.910 0.931 0.308
H -2.076 -0.584 -0.638 0.289
H -1.266 1.329 1.051 0.448
H 1.968 -0.630 0.135 0.221
```

Summary:
Charge: -1
Energy relative to the best compared isomer or geometry (same formula, charge and spin): 55.99 kcal per mole
Lowest unoccupied orbital energy: 3.9 eV
Orbital gap: 8.44 eV
SMILES: C[C@@H](CO)NC(=O)[O-]